(1)
{"formula": "C27H59InN3O4P", "method": "ωB97M-V with the def2-TZVPD basis set", "multiplicity": 4, "homo_lumo_gap_ev": [6.03, 6.02], "fmax_ev_per_a": 0.27, "energy_ha": -2060.6813, "total_charge": -1, "lumo_energy_ev": [1.86, 1.85], "symbols": ["O", "P", "In", "H", "H", "H", "H", "H", "C", "C", "C", "C", "C", "C", "N", "O", "C", "C", "C", "H", "H", "H", "H", "H", "H", "H", "H", "H", "H", "H", "H", "H", "H", "H", "H", "H", "H", "C", "C", "C", "C", "C", "C", "N", "O", "C", "C", "C", "H", "H", "H", "H", "H", "H", "H", "H", "H", "H", "H", "H", "H", "H", "H", "H", "H", "H", "C", "C", "C", "C", "C", "C", "N", "O", "C", "C", "C", "H", "H", "H", "H", "H", "H", "H", "H", "H", "H", "H", "H", "H", "H", "H", "H", "H", "H"], "coordinates": [[7.002, 3.487, 4.506], [6.465, 4.600, 3.629], [3.961, 4.737, 2.950], [6.854, 5.887, 4.135], [7.259, 4.761, 2.443], [3.278, 5.988, 3.986], [3.261, 3.166, 3.209], [3.999, 5.294, 1.283], [3.398, 5.731, -3.438], [4.061, 4.445, -2.935], [4.516, 3.536, -4.090], [3.356, 2.884, -4.828], [2.497, 2.073, -3.865], [1.958, 2.912, -2.695], [3.129, 3.633, -2.078], [3.693, 3.025, -1.109], [0.864, 3.871, -3.171], [1.356, 2.012, -1.621], [5.260, 4.841, -2.079], [3.952, 6.104, -4.303], [2.362, 5.612, -3.729], [3.440, 6.491, -2.657], [5.151, 2.755, -3.662], [5.135, 4.126, -4.772], [2.754, 3.642, -5.339], [3.746, 2.224, -5.607], [1.647, 1.617, -4.383], [3.098, 1.261, -3.445], [0.674, 4.642, -2.424], [-0.051, 3.292, -3.302], [1.086, 4.349, -4.124], [2.060, 1.257, -1.285], [0.467, 1.525, -2.024], [1.062, 2.592, -0.747], [4.930, 5.341, -1.168], [5.882, 5.525, -2.663], [5.848, 3.977, -1.782], [-3.296, -0.976, 2.146], [-2.214, 0.107, 2.110], [-2.493, 1.268, 3.078], [-3.645, 2.156, 2.632], [-3.371, 2.726, 1.246], [-3.129, 1.635, 0.191], [-2.069, 0.708, 0.734], [-0.877, 1.040, 0.425], [-4.430, 0.909, -0.155], [-2.579, 2.254, -1.092], [-0.889, -0.554, 2.478], [-3.626, -1.122, 3.177], [-4.168, -0.765, 1.541], [-2.866, -1.920, 1.812], [-1.582, 1.871, 3.145], [-2.680, 0.848, 4.070], [-4.588, 1.599, 2.645], [-3.763, 2.979, 3.341], [-4.201, 3.355, 0.907], [-2.478, 3.357, 1.289], [-4.229, -0.022, -0.685], [-5.009, 1.559, -0.814], [-5.049, 0.694, 0.712], [-1.680, 2.834, -0.900], [-3.346, 2.903, -1.519], [-2.332, 1.476, -1.817], [-0.614, -1.294, 1.727], [-1.026, -1.072, 3.430], [-0.082, 0.168, 2.569], [-0.223, -7.227, 1.903], [-1.531, -6.451, 2.084], [-2.741, -7.200, 1.498], [-2.750, -7.223, -0.023], [-2.732, -5.805, -0.579], [-1.527, -4.986, -0.090], [-1.490, -5.101, 1.417], [-2.110, -4.180, 2.042], [-0.233, -5.462, -0.752], [-1.714, -3.511, -0.435], [-1.738, -6.234, 3.579], [-0.412, -8.288, 2.083], [0.222, -7.129, 0.922], [0.510, -6.889, 2.635], [-3.645, -6.696, 1.852], [-2.749, -8.214, 1.908], [-1.901, -7.800, -0.402], [-3.650, -7.735, -0.371], [-2.720, -5.812, -1.673], [-3.643, -5.285, -0.265], [0.641, -5.085, -0.221], [-0.212, -5.059, -1.765], [-0.158, -6.544, -0.836], [-2.657, -3.127, -0.059], [-1.695, -3.408, -1.521], [-0.908, -2.908, -0.016], [-0.958, -5.588, 3.981], [-1.674, -7.207, 4.073], [-2.702, -5.782, 3.793]], "forces_ev_per_a": [[-0.1, 0.1, -0.1], [0.2, -0.1, 0.1], [0.0, 0.1, 0.0], [-0.1, 0.0, 0.0], [-0.1, -0.1, 0.0], [0.0, 0.0, 0.1], [0.0, -0.1, 0.0], [0.0, 0.0, 0.0], [0.0, 0.1, 0.0], [-0.1, -0.2, 0.1], [0.0, 0.1, 0.1], [0.0, 0.0, -0.1], [-0.1, 0.0, 0.1], [0.2, 0.0, 0.1], [0.1, 0.0, 0.0], [-0.1, 0.0, -0.1], [-0.1, 0.0, 0.0], [0.0, 0.0, 0.0], [-0.1, 0.0, -0.1], [0.0, 0.0, 0.0], [0.1, 0.0, -0.1], [-0.1, 0.0, 0.0], [0.0, 0.0, 0.0], [0.0, 0.0, 0.0], [0.0, 0.0, 0.0], [0.0, 0.0, 0.0], [0.0, 0.0, 0.0], [0.0, 0.0, 0.0], [0.0, 0.0, 0.0], [0.0, 0.0, 0.0], [-0.1, -0.1, 0.0], [0.0, 0.0, 0.0], [0.0, 0.0, 0.0], [0.0, 0.0, 0.0], [0.0, 0.0, 0.0], [0.0, 0.0, 0.0], [0.0, 0.0, 0.0], [0.1, -0.1, 0.0], [0.1, 0.2, -0.1], [0.0, -0.1, 0.0], [0.0, 0.0, 0.0], [0.0, 0.0, -0.1], [0.2, 0.0, 0.1], [-0.1, 0.1, 0.2], [0.1, -0.1, -0.1], [0.0, 0.0, -0.1], [-0.1, 0.0, 0.1], [-0.1, 0.0, 0.0], [0.0, 0.0, 0.0], [0.0, 0.0, 0.1], [-0.1, 0.0, 0.0], [0.0, 0.0, 0.0], [0.0, 0.0, 0.0], [0.0, 0.0, 0.0], [0.0, 0.0, 0.0], [0.0, 0.0, 0.0], [0.0, 0.0, 0.0], [0.0, 0.0, 0.0], [0.0, 0.0, 0.0], [0.0, 0.0, 0.0], [0.0, 0.0, 0.0], [0.0, 0.0, 0.0], [0.0, 0.0, 0.0], [0.0, 0.0, 0.0], [0.0, 0.0, 0.0], [0.0, 0.0, 0.0], [0.0, 0.0, 0.0], [-0.1, 0.2, -0.1], [0.1, 0.0, 0.1], [0.0, -0.1, -0.1], [0.1, 0.1, -0.1], [-0.1, 0.0, 0.2], [0.0, -0.1, -0.1], [0.1, 0.1, 0.1], [0.0, 0.0, 0.0], [0.0, -0.1, 0.0], [0.0, -0.1, -0.1], [0.0, 0.0, 0.0], [0.0, -0.1, 0.0], [0.0, 0.0, 0.0], [0.0, 0.0, 0.0], [0.0, 0.0, 0.0], [0.0, 0.0, 0.0], [0.0, 0.0, 0.0], [0.0, 0.0, 0.0], [0.0, 0.0, 0.0], [0.0, 0.0, 0.0], [0.0, 0.0, 0.0], [0.0, 0.0, 0.0], [0.0, 0.0, 0.0], [0.0, 0.0, 0.0], [0.0, 0.0, 0.0], [0.0, 0.0, 0.0], [0.0, 0.0, 0.0], [0.0, 0.0, 0.0]]}

(2)
{"formula": "C27H59NO10", "method": "ωB97M-V with the def2-TZVPD basis set", "homo_lumo_gap_ev": 9.64, "fmax_ev_per_a": 3.39, "energy_ha": -1870.9916, "lumo_energy_ev": 0.64, "symbols": ["C", "C", "C", "C", "C", "C", "C", "C", "N", "C", "O", "H", "H", "H", "H", "H", "H", "H", "H", "H", "H", "H", "H", "H", "H", "H", "H", "H", "C", "O", "C", "C", "O", "C", "C", "O", "C", "H", "H", "H", "H", "H", "H", "H", "H", "H", "H", "H", "H", "H", "H", "C", "O", "C", "C", "O", "C", "C", "O", "C", "H", "H", "H", "H", "H", "H", "H", "H", "H", "H", "H", "H", "H", "H", "C", "O", "C", "C", "O", "C", "C", "O", "C", "H", "H", "H", "H", "H", "H", "H", "H", "H", "H", "H", "H", "H", "H"], "coordinates": [[-5.750, 3.562, -0.973], [-4.594, 3.164, -2.007], [-3.183, 3.480, -1.286], [-2.002, 2.637, -2.003], [-0.727, 2.463, -1.059], [-0.711, 1.126, -0.202], [0.675, 0.639, 0.462], [0.063, -0.608, 1.308], [-1.441, -0.454, 1.404], [-1.627, 0.984, 1.090], [-2.299, 1.806, 1.730], [-5.969, 2.634, -0.345], [-5.318, 4.332, -0.250], [-6.701, 3.919, -1.485], [-4.606, 3.761, -2.974], [-4.586, 2.055, -2.274], [-2.961, 4.590, -1.238], [-3.273, 3.063, -0.234], [-2.378, 1.678, -2.477], [-1.659, 3.301, -2.878], [-0.570, 3.406, -0.424], [0.186, 2.433, -1.756], [-1.065, 0.290, -0.883], [1.557, 0.438, -0.216], [0.990, 1.389, 1.272], [0.368, -0.416, 2.398], [0.445, -1.580, 0.851], [-1.829, -0.716, 2.325], [3.957, -2.087, 1.385], [4.520, -0.986, 0.688], [5.125, 0.000, 1.507], [6.636, 0.160, 1.320], [7.484, -0.974, 1.482], [7.281, -2.105, 0.647], [7.391, -1.949, -0.875], [6.491, -1.008, -1.440], [7.106, 0.121, -2.042], [2.865, -2.037, 1.320], [4.268, -3.005, 0.888], [4.272, -2.137, 2.430], [4.899, -0.166, 2.565], [4.667, 0.957, 1.235], [6.974, 0.877, 2.074], [6.871, 0.640, 0.372], [6.349, -2.592, 0.923], [8.055, -2.822, 0.941], [7.137, -2.921, -1.316], [8.425, -1.738, -1.155], [8.163, 0.220, -1.791], [6.584, 1.019, -1.705], [6.988, 0.059, -3.127], [5.283, -8.852, -4.269], [5.410, -8.812, -2.856], [6.717, -9.049, -2.363], [7.360, -7.865, -1.635], [7.478, -6.613, -2.305], [6.300, -5.966, -2.767], [5.205, -5.586, -1.762], [4.668, -6.677, -1.030], [4.909, -6.635, 0.367], [4.723, -9.747, -4.559], [4.699, -7.989, -4.587], [6.245, -8.826, -4.785], [7.384, -9.401, -3.155], [6.634, -9.863, -1.636], [8.386, -8.159, -1.399], [6.900, -7.699, -0.663], [5.887, -6.526, -3.602], [6.645, -5.029, -3.218], [4.374, -5.163, -2.338], [5.565, -4.794, -1.101], [5.659, -5.895, 0.654], [5.254, -7.620, 0.689], [3.969, -6.430, 0.888], [-10.267, 3.896, 3.876], [-9.756, 5.219, 3.827], [-8.355, 5.315, 3.635], [-7.923, 5.974, 2.322], [-8.392, 5.444, 1.086], [-9.793, 5.388, 0.854], [-10.613, 6.685, 0.880], [-10.555, 7.403, 2.102], [-9.950, 8.683, 2.015], [-10.585, 3.667, 4.898], [-11.153, 3.846, 3.243], [-9.551, 3.149, 3.526], [-7.871, 4.339, 3.735], [-7.971, 5.940, 4.448], [-6.833, 5.893, 2.271], [-8.110, 7.046, 2.336], [-10.235, 4.634, 1.499], [-9.900, 4.974, -0.155], [-11.663, 6.400, 0.740], [-10.343, 7.314, 0.029], [-9.415, 8.844, 1.077], [-9.241, 8.788, 2.840], [-10.716, 9.453, 2.142]], "forces_ev_per_a": [[0.5, -0.7, -0.2], [1.0, 0.8, 0.6], [-0.3, -2.1, -0.3], [0.2, 2.0, 0.0], [0.5, -0.1, -0.3], [0.3, 0.5, -0.2], [-1.8, 0.4, 1.1], [1.1, 0.4, 1.0], [0.4, 2.4, -0.2], [-0.7, -0.4, 0.3], [1.7, -2.3, -1.9], [0.1, 1.3, -0.8], [-0.9, -0.8, -1.1], [1.2, -0.4, 0.8], [-0.3, -0.7, 1.1], [-0.3, 1.5, 0.4], [-0.2, -1.3, -0.1], [0.1, 0.7, -1.1], [0.5, 1.0, 0.9], [-0.4, -1.1, 1.0], [-0.4, -1.4, -0.7], [-1.2, -0.2, 1.1], [0.4, 0.9, 0.7], [-1.3, -0.1, 0.7], [-0.3, -0.8, -1.5], [0.4, -1.0, -1.6], [-0.9, 1.0, 0.9], [0.5, 0.3, -0.7], [-0.2, 0.1, -0.4], [0.1, -0.1, 0.6], [0.1, 0.0, -0.1], [0.3, 0.1, -0.2], [-0.2, 0.1, 0.0], [-0.1, -0.3, 0.1], [-0.3, 0.0, 0.2], [0.7, 0.2, 0.1], [-0.5, 0.0, -0.2], [0.0, 0.0, 0.2], [0.0, -0.1, 0.0], [0.0, 0.1, 0.0], [0.0, -0.2, 0.0], [0.1, 0.1, 0.1], [-0.1, -0.1, 0.1], [-0.3, -0.1, -0.2], [-0.2, 0.1, -0.2], [0.1, 0.2, 0.0], [0.1, -0.1, 0.2], [0.0, 0.2, 0.0], [0.0, -0.1, 0.0], [0.0, 0.0, 0.0], [0.2, 0.0, 0.0], [-0.4, -0.1, 0.3], [0.5, 0.0, -0.4], [-0.1, 0.1, 0.1], [0.0, 0.2, 0.3], [-0.1, -0.1, 0.0], [-0.1, 0.0, -0.3], [0.0, -0.3, -0.3], [0.5, 0.4, 0.3], [-0.4, -0.3, -0.1], [0.2, 0.0, -0.1], [-0.1, 0.1, -0.1], [0.0, 0.0, 0.1], [-0.1, 0.1, -0.1], [0.2, 0.0, 0.1], [0.0, 0.0, -0.2], [-0.3, -0.1, 0.0], [-0.3, -0.2, 0.1], [0.1, 0.0, 0.2], [0.2, 0.1, -0.1], [0.1, -0.1, 0.2], [0.0, 0.0, -0.1], [0.0, 0.0, 0.0], [0.1, 0.1, 0.1], [-0.2, 0.4, 0.2], [0.3, -0.5, -0.2], [-0.1, 0.1, -0.1], [0.0, 0.3, -0.2], [0.0, 0.0, 0.2], [-0.2, -0.3, 0.0], [0.0, -0.3, 0.3], [0.4, 0.2, -0.6], [-0.3, -0.1, 0.4], [0.1, -0.1, 0.0], [-0.1, 0.0, -0.1], [0.0, 0.0, 0.0], [-0.1, -0.1, -0.1], [0.2, 0.1, -0.1], [0.0, -0.2, 0.0], [-0.2, 0.1, 0.2], [-0.2, 0.1, 0.2], [0.1, 0.2, 0.0], [0.1, -0.1, -0.1], [0.1, 0.1, 0.0], [0.0, -0.1, 0.0], [0.0, 0.0, 0.0], [0.0, 0.1, -0.1]]}